Entry 1:
Formula: C2H16N4O6Zn
Source: the OMol25 dataset
Level of theory: the ωB97M-V functional and the def2-TZVPD basis

```
29
Properties=species:S:1:pos:R:3:forces:R:3:nbo_charge:R:1
Zn 5.23272 8.41976 8.68380 -0.256 0.015 -0.646 1.7630
C 6.34302 5.55680 8.48021 -0.677 0.064 -1.074 0.7900
O 5.95490 6.68432 8.15584 0.765 0.877 -0.113 -0.8358
N 5.50880 4.58114 8.57060 -2.650 -2.681 0.742 -0.7724
N 7.56810 5.12850 8.60252 3.821 1.266 0.353 -0.7936
H 5.93092 3.68254 8.75614 -1.019 -0.215 -0.150 0.4065
H 4.53001 4.69252 8.34768 0.334 -0.275 0.142 0.4158
H 8.31502 5.78678 8.43258 0.000 -0.218 0.098 0.4131
H 7.85278 4.20190 8.88620 -0.254 0.189 -0.127 0.4238
C 5.47610 9.56180 5.67358 1.077 -1.130 1.903 0.7859
O 5.46510 9.14524 6.84522 0.170 -0.211 0.225 -0.8576
N 4.98764 10.68904 5.35310 -2.939 3.927 0.535 -0.7666
N 6.05916 9.00696 4.68052 2.305 -3.206 -2.729 -0.7784
H 5.01997 11.02780 4.40215 -0.362 0.468 0.508 0.4235
H 4.41646 11.03508 6.11080 -0.256 0.961 -0.908 0.3984
H 6.77838 8.31466 4.83404 -0.361 -0.115 -0.310 0.4233
H 5.82786 9.31564 3.74708 0.535 -0.340 0.082 0.4115
O 4.50891 10.34940 9.13228 0.056 0.228 0.374 -0.9878
H 4.80962 10.79144 9.92625 0.041 0.117 0.526 0.5128
H 4.13182 11.04764 8.59702 -0.184 0.081 -0.307 0.5105
O 7.00804 9.06222 9.37076 0.536 0.483 0.404 -0.9991
H 7.82114 8.63998 9.64786 0.214 -0.395 0.148 0.5197
H 7.29036 9.87632 8.95389 0.076 0.485 -0.231 0.5189
O 4.76378 7.76896 10.60470 -0.048 -0.070 0.274 -0.9977
H 5.42036 7.48626 11.24126 0.403 -0.030 0.237 0.5154
H 3.92846 7.49614 10.98424 -0.509 0.061 0.056 0.5198
O 3.31242 7.94906 8.16024 -0.616 -0.325 0.234 -0.9877
H 2.77168 8.21836 7.41776 -0.055 0.320 -0.362 0.5206
H 2.98892 7.07778 8.38923 -0.148 -0.333 0.116 0.5042
```
Forces are in eV/Å.

Calculated values
energy above the lowest of the compared OMol25 structures with the same formula, charge and spin = 28.0 kcal/mol
charge = +2
gap between HOMO and LUMO = 0.3965 hartree

Entry 2:
Formula: C10H16NiO10
Source: the OMol25 dataset
Level of theory: the ωB97M-V functional and the def2-TZVPD basis

```
37
Properties=species:S:1:pos:R:3:forces:R:3:nbo_charge:R:1
Ni -0.08656 -0.24451 -1.67134 -1.003 -0.838 -2.528 1.4718
C 0.14265 -2.10917 -3.35024 -2.992 4.293 -0.387 0.8897
O -0.48015 -2.25685 -4.37858 -0.290 -3.520 -4.179 -0.7759
O -0.42785 -2.25680 -2.24440 -2.455 -3.186 5.725 -0.9443
O 0.93516 -1.13719 -3.24585 5.951 2.801 -0.144 -0.9161
C -1.86624 1.02730 -2.88110 -0.697 -5.887 -3.723 0.8792
O -2.50383 0.56824 -3.85065 -2.976 2.811 -2.319 -0.7948
O -0.67514 1.26307 -2.95264 8.151 5.601 -2.609 -0.8849
O -2.00457 0.42469 -1.82069 -4.318 -2.511 9.455 -0.9221
O -0.27897 -0.64246 0.37710 -1.225 -0.937 2.652 -0.6097
C -0.89895 -0.94927 1.39529 1.272 0.444 -1.940 0.8122
O -1.66252 -2.02777 1.56420 0.411 1.815 2.228 -0.5040
C -2.00571 -2.84672 0.52618 -0.265 -1.407 -2.632 -0.1203
C -3.00558 -3.86837 0.99753 -0.432 -0.838 -0.128 -0.6159
C -0.82870 -0.14441 2.66135 -0.187 0.169 0.668 -0.7107
H -1.13232 -3.31757 0.07497 0.255 -0.122 0.157 0.2218
H -2.38353 -2.28495 -0.32808 -0.194 0.313 -0.007 0.2546
H -2.69865 -4.48683 1.84097 0.409 0.245 0.273 0.1825
H -3.15951 -4.59910 0.20353 0.004 0.129 -0.279 0.2197
H -3.99838 -3.49118 1.24283 0.061 0.417 -0.008 0.1940
H 0.14883 -0.20831 3.13932 0.160 -0.251 -0.183 0.2191
H -1.56430 -0.50781 3.37894 -0.010 0.070 -0.050 0.2195
H -0.98852 0.91977 2.48789 -0.194 -0.123 -0.298 0.2337
O 1.36423 1.01953 -0.99926 2.834 3.832 1.363 -0.5833
C 2.04599 2.04768 -0.83594 -2.569 -3.449 0.427 0.8156
O 2.34893 2.50306 0.45996 0.244 1.380 -3.191 -0.5407
C 1.95079 1.79844 1.56892 -0.013 -0.966 1.932 -0.0633
C 2.20515 2.67043 2.78790 0.477 0.608 -0.190 -0.6145
C 2.61668 2.82921 -1.97706 1.086 0.814 0.870 -0.7144
H 2.60649 0.93127 1.64752 -0.403 -0.530 0.004 0.1688
H 0.89778 1.52342 1.62917 0.137 -0.251 -0.876 0.2007
H 1.59180 3.56857 2.71555 -0.120 0.017 0.184 0.2033
H 3.24230 3.00529 2.80507 0.136 0.033 -0.061 0.1960
H 2.03620 2.17148 3.74215 -0.297 -0.188 -0.149 0.2005
H 1.91131 3.05085 -2.77796 -0.085 -0.570 0.182 0.2890
H 3.51602 2.31337 -2.31352 -0.391 -0.600 -0.476 0.2411
H 3.08978 3.74363 -1.61913 -0.474 0.381 0.235 0.2021
```
Forces are in eV/Å.

Calculated values
charge = -2
gap between HOMO and LUMO (alpha / beta) = 0.1189 / 0.1197 hartree
multiplicity = 3

Entry 3:
Formula: C23H72N10O13
Source: the OMol25 dataset
Level of theory: the ωB97M-V functional and the def2-TZVPD basis

```
118
Properties=species:S:1:pos:R:3:forces:R:3:mulliken_charge:R:1
C -4.34376 -1.18413 -0.39323 -3.554 2.540 2.247 0.1927
O -4.54676 -0.29113 -1.52523 0.510 -0.754 -0.258 -0.5104
H -5.22776 -1.85613 -0.24523 0.966 -0.116 -0.716 0.4169
H -4.52376 -0.49613 0.50477 0.731 -1.091 -0.675 0.0623
H -3.39976 -1.67813 -0.21423 0.293 0.119 -0.977 -0.2896
H -5.27676 0.34687 -1.37023 0.777 -0.985 0.321 0.3252
C -0.49376 -0.73413 -0.13423 1.369 -4.405 -0.943 1.4871
O 0.13624 0.45987 0.10377 -1.432 2.312 0.140 4.1612
H -1.44676 -0.75713 -0.64923 -0.316 1.019 0.290 -0.2554
H -0.54076 -1.35913 0.78677 -0.293 0.500 -0.416 -0.1431
H 0.14824 -1.38213 -0.85023 -0.832 0.968 1.128 -0.5605
H 1.06024 0.27087 0.16577 1.545 -0.348 -0.077 -1.6570
C 1.67024 -1.98513 3.11377 -2.786 -0.971 0.560 -0.4832
O 1.20924 -3.23613 2.58677 0.256 0.576 0.758 -0.5979
H 1.43924 -1.21113 2.41077 -0.162 0.714 -0.456 -0.1842
H 2.69924 -2.03513 3.23977 1.974 -0.260 0.170 0.5052
H 1.20224 -1.70413 4.10977 0.499 -0.453 -0.999 0.1863
H 0.22924 -3.27213 2.53677 0.329 0.204 0.059 0.3788
C 1.38624 -3.11813 -2.07723 5.637 0.469 8.006 0.0677
O 2.12024 -2.92513 -0.86423 -3.560 -1.510 -4.876 -0.8934
N 0.89724 -4.22013 -2.50623 -1.256 -7.140 0.974 -0.1429
N 1.26324 -2.23213 -2.93723 -1.199 6.437 -3.823 -0.0301
H 1.14924 -5.12413 -2.02123 -0.699 1.845 -0.767 0.3659
H 0.24524 -4.24813 -3.29823 0.897 -0.017 0.538 0.1553
H 1.54724 -1.25713 -2.78923 0.220 -0.961 0.315 -0.2772
H 0.54424 -2.39913 -3.66023 0.851 0.503 0.331 0.4649
C 2.89224 3.13287 -2.61723 8.381 -2.636 -0.728 0.6164
O 4.08924 2.57487 -2.94223 -5.380 2.462 0.939 -0.7709
N 2.40024 4.21887 -3.06523 -1.450 3.389 -2.562 -0.3386
N 2.23724 2.83787 -1.56823 0.965 -5.435 4.830 0.1952
H 2.76824 4.50787 -3.89323 1.146 1.246 -2.834 0.2991
H 1.42324 4.38187 -2.98323 -0.619 0.147 0.122 0.1742
H 2.70324 2.15887 -0.92823 -0.744 0.634 -0.599 -0.4543
H 1.48024 3.32087 -1.24923 -1.931 1.486 0.618 -0.6063
C -1.44876 -0.45313 3.40277 -5.579 -2.754 -3.680 0.4942
O -2.43276 -1.08513 2.73077 3.579 2.018 2.507 -0.7631
N -0.93776 0.63787 2.91077 2.638 1.970 0.798 0.2773
N -1.06876 -0.77713 4.59277 1.570 -1.403 4.393 -0.2537
H -1.23576 0.90887 2.03777 -0.745 0.477 -2.338 -0.8624
H 0.01524 0.96587 3.12577 -1.105 -0.425 0.148 0.0158
H -1.33776 -1.66913 5.04577 0.142 1.105 -0.805 0.2910
H -0.41276 -0.16113 5.12677 -1.061 -1.035 -0.875 0.2114
C 3.44324 -0.06913 -0.87023 0.680 -1.491 -9.583 0.3518
O 3.40824 -0.51613 -2.19023 0.118 1.870 6.580 -0.7567
N 2.72424 -0.46813 0.10877 -2.878 -3.592 3.108 -0.1217
N 4.10224 1.01287 -0.60023 3.179 3.845 0.214 -0.3305
H 2.35624 -1.44013 -0.08223 0.068 -0.063 0.016 0.0793
H 3.01024 -0.23213 1.07077 -0.003 -0.461 -1.040 -0.2333
H 4.53424 1.61387 -1.35723 -0.503 -1.133 0.696 0.3937
H 4.12624 1.29587 0.37877 0.501 -0.023 -0.574 0.0020
C 0.03124 0.74487 -3.40323 -5.418 -3.871 -6.894 0.0134
O -0.54076 0.09287 -4.46623 2.160 2.973 4.387 -0.8061
N -0.59676 1.40787 -2.47423 -6.157 2.362 -0.104 0.1815
N 1.25124 0.76687 -3.18723 7.053 -0.245 0.104 0.2593
H -1.63276 1.51887 -2.69623 1.940 -0.420 0.877 0.3610
H -0.34176 1.24687 -1.53423 0.283 -0.102 1.181 -1.1496
H 1.95124 0.42487 -3.80223 0.220 -0.729 -0.620 0.3826
H 1.68424 1.32787 -2.46823 -0.651 -0.349 -0.071 -0.2668
C -0.50676 -4.85513 0.38777 1.341 1.217 2.811 -1.3508
C -1.65176 -3.90513 0.90177 -1.359 -2.296 -6.944 2.3885
C -3.04276 -4.50613 0.60777 3.180 -1.459 -2.296 -1.8009
O -1.57576 -3.54313 2.11677 1.284 1.720 7.021 -0.7297
H -0.35676 -5.74013 1.03777 -0.635 0.228 -0.135 0.4297
H 0.50624 -4.32413 0.53077 -1.502 -0.533 -0.805 0.2594
H -0.66176 -5.19613 -0.60423 -0.159 -0.011 -0.898 0.2477
H -1.63476 -3.01513 0.28677 0.450 0.394 -0.933 -1.3343
H -3.88376 -3.99113 0.86877 -2.080 2.368 -0.053 0.5256
H -3.16076 -5.32413 1.21877 0.121 -2.457 1.545 0.5692
H -2.96276 -4.92513 -0.41723 -0.875 0.564 0.310 0.2281
H -2.06176 -2.70013 2.24177 0.142 0.083 0.515 0.3851
C 0.32424 3.75387 0.88777 -2.638 1.624 0.321 -0.0525
C 1.43524 4.77387 1.07977 0.513 -3.122 -6.694 0.7947
C 1.38124 5.88987 0.01277 -1.990 -1.635 -1.127 -1.2892
O 1.43724 5.37587 2.18577 -2.128 3.080 7.845 -0.5363
H 0.11524 3.10787 1.73177 0.607 -0.253 0.213 0.0315
H 0.42524 3.16387 -0.00223 -0.133 -0.375 -0.098 0.0983
H -0.69476 4.29187 0.79277 1.555 -0.510 -0.195 -0.1183
H 2.38924 4.17887 1.09777 -0.346 0.172 -1.359 0.2159
H 0.39724 6.46687 0.03277 1.398 -0.709 0.376 0.3248
H 1.42824 5.41087 -0.94723 -0.119 -0.029 -0.864 0.1171
H 2.23124 6.50087 0.02777 1.095 1.177 0.449 0.4376
H 2.32924 5.42587 2.41077 1.853 0.796 1.466 0.4911
C -2.35676 -4.54713 -4.12823 -0.123 0.692 0.442 -1.7579
C -1.88876 -3.13213 -4.24523 -6.955 0.796 3.681 0.1462
C -2.03576 -2.38413 -2.90123 0.124 -0.722 0.677 -0.0458
O -0.69076 -3.14613 -4.58123 10.380 -0.076 -3.038 -0.6041
H -2.11176 -4.95913 -3.17023 -0.272 -0.264 0.694 0.2824
H -1.90376 -5.14713 -4.86023 0.651 -0.779 -1.203 0.4449
H -3.36176 -4.45413 -4.35623 -2.449 -0.820 0.186 0.5276
H -2.35876 -2.59113 -5.03023 -1.894 0.478 -0.316 0.6663
H -1.62376 -2.95313 -2.05123 0.697 -0.192 -0.511 -0.3754
H -3.03476 -2.38813 -2.55723 -1.558 0.500 -0.159 0.5815
H -1.61476 -1.38413 -2.85423 -0.115 0.031 -0.518 -0.3641
H -0.58976 -2.81013 -5.46323 0.691 0.220 -0.431 0.2912
C -4.15776 2.18787 2.07177 -1.575 -1.852 2.483 -1.9310
C -3.09176 2.62087 1.24677 5.077 -7.709 -0.387 1.2173
C -2.74876 1.69387 0.06177 0.668 -1.169 1.532 1.1276
O -3.18876 3.75087 0.73977 -0.874 10.805 -2.910 -0.5841
H -3.75076 2.48487 3.02577 -1.345 0.278 1.084 0.4033
H -4.32476 1.10887 2.15077 0.356 0.038 -0.185 0.2256
H -5.08176 2.61487 1.77077 -0.898 0.719 0.107 0.4005
H -2.18676 2.69987 1.86977 0.239 -1.103 0.288 -0.0122
H -3.34876 1.93487 -0.78923 -0.671 -0.105 -0.421 0.8326
H -2.87776 0.67087 0.43677 -0.095 0.086 -0.683 -0.9352
H -1.70176 1.76487 -0.24223 -0.230 0.437 0.238 -0.9127
H -2.71376 4.37487 1.32177 -0.896 0.182 -0.838 0.5025
C 4.13224 2.35887 3.89577 0.984 -0.149 0.057 -1.5233
C 3.47624 1.14987 3.27277 -5.388 3.336 3.250 -0.4074
C 2.29124 1.59087 2.44677 -2.217 -0.272 0.568 2.3122
O 4.09024 0.45087 2.41177 6.069 -4.114 -3.863 -0.5432
H 3.38824 2.92387 4.47377 0.298 -0.008 -0.303 0.3639
H 4.62624 2.96687 3.10377 -0.393 -0.162 0.600 0.2964
H 4.89024 2.00587 4.60477 0.137 0.322 -0.087 0.4373
H 3.10524 0.46487 4.05177 -0.237 0.433 0.571 0.3045
H 1.81924 2.37587 3.00477 -0.795 0.498 0.087 1.1141
H 1.55224 0.73487 2.29677 1.163 1.224 0.024 -1.8571
H 2.52724 2.00287 1.45777 0.266 -0.153 0.334 -0.9872
H 4.84724 0.04787 2.85077 0.441 -0.478 -0.588 0.4008
```
Forces are in eV/Å.

Calculated values
energy above the lowest of the compared OMol25 structures with the same formula, charge and spin = 313.1 kcal/mol
charge = 0
gap between HOMO and LUMO = 0.2988 hartree

no.,maximum force (eV/Å)
1,4.9
2,10.7
3,11.2